{"formula": "C25H70N6O7", "method": "the ωB97M-V functional and the def2-TZVPD basis", "species": ["C", "O", "H", "H", "H", "H", "C", "C", "C", "O", "C", "N", "H", "H", "H", "H", "H", "H", "H", "H", "H", "H", "H", "C", "C", "C", "O", "C", "N", "H", "H", "H", "H", "H", "H", "H", "H", "H", "H", "H", "C", "C", "C", "O", "C", "N", "H", "H", "H", "H", "H", "H", "H", "H", "H", "H", "H", "C", "C", "C", "O", "C", "N", "H", "H", "H", "H", "H", "H", "H", "H", "H", "H", "H", "C", "C", "C", "O", "C", "N", "H", "H", "H", "H", "H", "H", "H", "H", "H", "H", "H", "C", "C", "C", "O", "C", "N", "H", "H", "H", "H", "H", "H", "H", "H", "H", "H", "H"], "positions_angstrom": [[13.393275, 13.230562, 14.516333], [14.292655, 12.191214, 14.618976], [12.862916, 13.247053, 13.560270], [12.656661, 13.134370, 15.335843], [14.057763, 14.078388, 14.648769], [13.934169, 11.330456, 14.436054], [11.936755, 17.296713, 13.251782], [12.879044, 17.924997, 12.240470], [13.720687, 16.768194, 11.666450], [14.427455, 16.076143, 12.688294], [15.343887, 15.186969, 12.244718], [12.175087, 18.420505, 11.120975], [12.436992, 16.648211, 13.955889], [11.222523, 16.623291, 12.735652], [11.325468, 17.957531, 13.880829], [13.443136, 18.680655, 12.739308], [14.476736, 17.213394, 10.943331], [13.086966, 16.055643, 11.140922], [14.828117, 14.276061, 11.651422], [15.976522, 14.821997, 13.063952], [16.143562, 15.636743, 11.647356], [11.325495, 18.846806, 11.417273], [12.628736, 19.099982, 10.541355], [16.608552, 13.531590, 8.816765], [17.478250, 12.673848, 9.707570], [16.605011, 11.530706, 10.218963], [15.598989, 12.112218, 11.133701], [14.407039, 11.440624, 11.053622], [18.683022, 12.113081, 9.002935], [15.756000, 13.739040, 9.491366], [16.302448, 12.875060, 7.991080], [17.111783, 14.455842, 8.506475], [17.737797, 13.207370, 10.651775], [17.131999, 10.729271, 10.703950], [16.093152, 11.060622, 9.357056], [14.130090, 11.293747, 10.023739], [13.624194, 12.076041, 11.496693], [14.265716, 10.565506, 11.675085], [19.221387, 11.715508, 9.746519], [19.131234, 12.827839, 8.436454], [11.503196, 10.814246, 8.850313], [11.189533, 9.904652, 10.007347], [10.049837, 10.458680, 10.869821], [10.589518, 11.645612, 11.463531], [9.683253, 12.493113, 12.126755], [11.007281, 8.462937, 9.719768], [11.728887, 11.779532, 9.259649], [10.596819, 10.947286, 8.168857], [12.302674, 10.396036, 8.211771], [12.019653, 9.992210, 10.814897], [9.713431, 9.635150, 11.607450], [9.143968, 10.660373, 10.262838], [8.872086, 12.929810, 11.537882], [10.207678, 13.338874, 12.565278], [9.247477, 11.949706, 12.973202], [10.190273, 8.434697, 9.108096], [11.759296, 8.091156, 9.124810], [13.823429, 7.848367, 13.986543], [12.745293, 8.423788, 14.937404], [13.446579, 8.718425, 16.262347], [12.498596, 9.174401, 17.267654], [11.692440, 8.160895, 17.693892], [12.341502, 9.770492, 14.327520], [14.225183, 6.923762, 14.346085], [14.718849, 8.481334, 13.838373], [13.392314, 7.694977, 12.977882], [11.860576, 7.794152, 15.063647], [14.049383, 9.634914, 16.079982], [14.074863, 7.908030, 16.564111], [12.227189, 7.298725, 18.192172], [11.136992, 7.689332, 16.833923], [11.064043, 8.704478, 18.392596], [11.600655, 10.213379, 14.901716], [11.899200, 9.521654, 13.437857], [14.416324, 11.931380, 17.691683], [14.351458, 11.523561, 19.161848], [13.033401, 11.757464, 19.898114], [13.276872, 11.776394, 21.247671], [12.266879, 11.911034, 22.213188], [14.793343, 10.079335, 19.242402], [15.351774, 11.401722, 17.254610], [14.505901, 13.027213, 17.581056], [13.565689, 11.647538, 17.115343], [15.069400, 12.153513, 19.634653], [12.207444, 11.042311, 19.644473], [12.691516, 12.732944, 19.550015], [11.970269, 10.845130, 22.440701], [11.409287, 12.485224, 21.795800], [12.620478, 12.331769, 23.139725], [14.236011, 9.446115, 18.713039], [14.738704, 9.742963, 20.224854], [19.383281, 10.564323, 14.986640], [18.069424, 11.342120, 14.823904], [17.983205, 12.367713, 15.969701], [17.986154, 11.570955, 17.150921], [18.015672, 12.264714, 18.337722], [17.955416, 11.966196, 13.523168], [19.658694, 10.222335, 15.979768], [20.177021, 11.260027, 14.598636], [19.425843, 9.654566, 14.382381], [17.177231, 10.648505, 14.942348], [17.092084, 12.944724, 15.873760], [18.783618, 13.108841, 15.983612], [18.961622, 12.792892, 18.340110], [17.844199, 11.567950, 19.097523], [17.300507, 13.069100, 18.430752], [18.417568, 11.387273, 12.827874], [17.001698, 12.033868, 13.302446]], "atomic_forces_ev_per_a": [[-0.4339, -0.1037, 0.5555], [1.9548, -0.8044, -0.1016], [0.0465, 0.2417, -0.0985], [0.0039, 0.5279, -0.2306], [-0.6962, 0.6847, -0.0974], [-0.9152, -0.6211, -0.2302], [-1.3116, -0.5835, 0.1656], [0.2342, -2.1259, 0.5207], [1.8256, 0.6964, 0.1249], [-1.1968, 1.7006, 0.7835], [0.7285, -2.8513, -1.5059], [-1.4391, 0.4241, -1.1133], [0.5619, -0.0429, 0.0851], [0.2602, 0.3693, -0.0066], [0.2293, 0.3629, -0.4294], [1.0069, 0.4064, 0.3982], [-0.7575, -0.5575, 0.4884], [-0.2676, 0.0979, -0.2116], [1.3514, 1.8694, 1.2583], [-0.8022, -0.4001, 0.2655], [-0.3189, 0.2446, -0.8187], [-0.7750, 0.2858, 0.0991], [0.6560, 0.1409, -0.0427], [-0.0353, -0.3289, 0.8294], [0.7589, -0.4202, 0.5440], [-1.2962, 0.5842, -0.1868], [2.4461, -0.6553, -0.9045], [-2.0960, 0.8274, 0.7453], [-2.2209, 0.3985, 0.4150], [0.1191, 0.3573, -0.8517], [-0.0445, 0.6004, -0.1277], [-0.2845, -0.2577, -0.1193], [0.1603, 0.1387, -0.6610], [0.5271, -0.2583, 0.5254], [0.0208, 0.2201, 0.2753], [-0.2651, -0.5073, -0.4813], [0.1493, 0.2923, -0.2497], [0.7258, -0.8828, -0.0682], [1.0955, 0.0274, -0.1772], [0.2871, -0.2544, 0.5723], [-1.1104, -0.5084, -1.3901], [1.4069, -0.4447, 2.3513], [-0.7081, -0.9027, 0.2772], [-0.3708, -0.2895, -0.4675], [-0.3314, -0.2526, 0.9167], [-0.4206, 0.6784, -0.6109], [0.4276, 0.5734, -0.1197], [0.9466, -0.2545, 0.8256], [-0.1358, 0.4209, 0.4146], [-0.6893, -0.3229, -1.5989], [0.6925, 1.3562, -0.5767], [0.3037, 0.3000, 0.1393], [0.0576, -0.3802, -0.4728], [0.4473, -0.0743, -0.1691], [-0.2535, 0.0294, -0.0217], [-0.0148, -0.3803, 0.1037], [-0.1889, 0.4491, 0.4722], [-0.6291, 0.3705, -0.7332], [1.2697, 1.7790, -0.7107], [-1.1990, 2.4223, -0.5521], [2.2920, 0.0240, -1.4011], [-0.9703, -1.5489, 0.2721], [-0.4892, -1.1321, 0.5575], [-0.0457, -0.8205, 0.2123], [-0.6776, 0.2449, 0.3620], [0.2038, -0.0959, 0.4548], [0.3650, -0.2685, -0.2278], [0.0206, -0.8012, 0.1257], [0.2492, -0.6868, 0.6693], [-0.2422, 0.8885, -0.1964], [-0.0117, 0.4892, 0.9908], [-0.6967, -0.7937, 0.2240], [0.5904, -0.4350, -0.3658], [0.0592, 0.4292, 0.1760], [1.6178, -0.2067, -0.1024], [-0.5540, -2.3673, -0.6914], [-1.1551, 0.3535, -1.4332], [1.8449, 0.3960, 1.6627], [-1.2278, -1.8229, -1.3234], [0.8205, 1.0554, 1.9865], [-1.5204, 1.1321, 0.5939], [0.1454, -0.4425, 0.0293], [-0.7081, -0.4521, -0.3726], [0.7490, 0.1048, 0.8298], [0.7576, 0.1173, -0.0885], [-0.3887, 0.4714, 0.0642], [-0.4185, 1.0613, 0.0517], [0.3547, -0.2862, 0.4877], [0.4393, 0.4310, 0.0121], [-0.7611, 0.0326, -0.6009], [0.0906, 0.4977, -0.9049], [0.7141, 0.5596, -1.2102], [-0.5379, -0.9939, 1.2102], [0.2575, -1.1726, 0.0684], [-0.8082, -0.3583, -1.4022], [0.6287, 1.5316, -0.9367], [1.8040, 0.0967, 0.1397], [-0.3847, 0.4520, 0.2360], [-0.3890, -0.6766, 0.4243], [-0.1870, 0.1225, -0.3094], [0.9758, 0.5366, 0.3541], [-1.1514, 0.3822, 0.0697], [0.5818, -0.1787, -0.1507], [0.6900, 0.0184, 0.8856], [0.1426, -0.8997, 1.4062], [-0.8857, 0.2151, -0.2038], [-0.1889, 0.1195, 0.0351], [-1.4882, 0.2640, -0.6856]], "total_energy_ha": -1849.5066, "de_lowest_kj_mol": 292.3, "gap_ha": 0.337, "lumo_energy_ha": 0.022, "multiplicity": 1, "smiles": "COC[C@H](C)N.COC[C@H](C)N.COC[C@H](C)N.COC[C@H](C)N.COC[C@H](C)N.COC[C@H](C)N.CO", "total_charge": 0}